1.
{
  "formula": "C6H12S",
  "method": "ωB97M-V/def2-TZVPD",
  "gap_ev": 9.437,
  "max_force_ha_per_bohr": 0.028,
  "elements": ["C", "C", "C", "C", "C", "C", "H", "H", "H", "H", "H", "H", "H", "H", "H", "H", "H", "H", "S"],
  "positions_angstrom": [[-0.959, 1.653, 0.828], [-0.039, 1.417, -0.376], [1.353, -0.450, -0.330], [1.293, -1.349, 0.890], [-0.001, -0.028, -0.963], [-1.208, -0.920, -0.744], [-0.745, 0.938, 1.616], [-0.786, 2.665, 1.236], [-1.999, 1.562, 0.539], [-0.228, 2.168, -1.170], [2.063, -0.869, -1.053], [2.286, -1.486, 1.337], [0.942, -2.326, 0.601], [0.633, -0.931, 1.658], [0.195, 0.087, -2.066], [-1.039, -1.865, -1.183], [-1.423, -1.069, 0.337], [-2.084, -0.507, -1.213], [1.747, 1.308, 0.057]]
}

2.
{
  "formula": "C6H12S4",
  "method": "ωB97M-V/def2-TZVPD",
  "gap_ev": 8.086,
  "smiles": "C1CSSC1.C1CSSC1",
  "max_force_ha_per_bohr": 0.056,
  "elements": ["S", "S", "C", "C", "C", "H", "H", "H", "H", "H", "H", "S", "S", "C", "C", "C", "H", "H", "H", "H", "H", "H"],
  "positions_angstrom": [[-0.797, -4.660, -2.130], [0.167, -5.295, -3.742], [0.445, -3.500, -1.671], [1.862, -4.822, -3.320], [1.683, -3.430, -2.618], [0.933, -3.901, -0.762], [-0.001, -2.521, -1.409], [2.446, -4.717, -4.255], [2.310, -5.648, -2.734], [2.532, -3.042, -2.023], [1.514, -2.731, -3.459], [2.685, -1.894, 2.712], [1.788, -0.216, 3.509], [4.275, -1.844, 3.550], [3.342, 0.270, 4.442], [4.586, -0.335, 3.791], [5.076, -2.359, 2.986], [4.230, -2.294, 4.560], [3.383, 0.091, 5.534], [3.434, 1.361, 4.277], [4.648, 0.201, 2.825], [5.560, -0.220, 4.304]]
}

3.
{
  "formula": "C6H12S4",
  "method": "ωB97M-V/def2-TZVPD",
  "gap_ev": 9.091,
  "smiles": "C1CSCS1.C1CSCS1",
  "max_force_ha_per_bohr": 0.038,
  "elements": ["S", "S", "C", "C", "C", "H", "H", "H", "H", "H", "H", "S", "S", "C", "C", "C", "H", "H", "H", "H", "H", "H"],
  "positions_angstrom": [[1.306, 1.200, 0.105], [-0.416, -0.615, 1.652], [0.000, 0.000, 0.000], [0.819, 1.757, 1.762], [0.587, 0.468, 2.628], [0.180, -0.743, -0.801], [-0.948, 0.523, -0.232], [-0.131, 2.200, 1.407], [1.435, 2.574, 2.184], [0.108, 0.675, 3.604], [1.570, 0.001, 2.829], [5.196, -5.688, 2.843], [6.330, -6.489, 0.032], [5.804, -7.040, 1.755], [5.177, -4.467, 1.494], [6.316, -4.695, 0.442], [4.934, -7.686, 1.532], [6.598, -7.681, 2.184], [5.270, -3.443, 1.904], [4.223, -4.520, 0.935], [7.286, -4.482, 0.931], [6.192, -3.974, -0.389]]
}

4.
{
  "formula": "C6H13BrP",
  "method": "ωB97M-V/def2-TZVPD",
  "gap_ev": 10.482,
  "total_charge": 1,
  "max_force_ha_per_bohr": 0.086,
  "elements": ["C", "C", "C", "C", "C", "C", "P", "Br", "H", "H", "H", "H", "H", "H", "H", "H", "H", "H", "H", "H", "H"],
  "positions_angstrom": [[-1.747, -2.686, -0.184], [-0.589, -2.101, 0.136], [1.042, 0.181, 1.735], [1.613, 1.461, -1.008], [-1.146, 1.108, -0.153], [0.325, -1.404, -0.795], [0.452, 0.363, -0.045], [2.227, -1.974, -0.548], [-2.414, -3.270, 0.430], [-2.264, -2.553, -1.187], [-0.283, -2.135, 1.249], [0.284, -0.315, 2.239], [1.202, 1.192, 2.016], [2.025, -0.336, 1.767], [1.369, 1.431, -2.122], [2.625, 0.916, -1.029], [1.693, 2.545, -0.543], [-1.386, 2.048, -0.505], [-1.624, 0.907, 0.833], [-1.600, 0.411, -0.981], [0.110, -1.431, -1.819]]
}

5.
{
  "formula": "C6H13Cl3NP",
  "method": "ωB97M-V/def2-TZVPD",
  "gap_ev": 8.046,
  "max_force_ha_per_bohr": 0.109,
  "elements": ["C", "C", "C", "C", "C", "C", "N", "P", "Cl", "Cl", "Cl", "H", "H", "H", "H", "H", "H", "H", "H", "H", "H", "H", "H", "H"],
  "positions_angstrom": [[2.123, -0.057, -1.329], [-1.149, 2.082, 0.938], [-1.422, 0.770, -1.360], [-0.369, -1.432, 1.616], [0.547, -2.368, -0.415], [-0.616, 1.709, -0.435], [0.556, -1.203, 0.495], [1.115, 0.277, 0.030], [3.630, -0.804, -0.816], [2.379, 1.585, -2.116], [2.049, 1.028, 1.639], [-0.195, 2.086, 1.585], [-1.705, 3.031, 0.864], [-1.960, 1.329, 1.329], [-0.839, 0.687, -2.221], [-2.331, 1.324, -1.592], [-1.749, -0.231, -0.821], [-0.317, -0.478, 2.147], [-1.303, -1.594, 1.142], [-0.094, -2.387, 2.096], [-0.465, -2.564, -0.596], [1.195, -2.095, -1.296], [1.093, -3.209, -0.017], [-0.175, 2.514, -0.869]]
}

6.
{
  "formula": "C6H13ClN6O6Pt",
  "method": "ωB97M-V/def2-TZVPD",
  "gap_ev": [10.178, 5.190],
  "total_charge": 2,
  "s2": 6.02,
  "multiplicity": 5,
  "max_force_ha_per_bohr": 0.012,
  "elements": ["Pt", "N", "N", "C", "O", "O", "H", "H", "H", "C", "C", "C", "C", "N", "C", "N", "N", "N", "H", "H", "H", "H", "H", "H", "H", "H", "H", "H", "O", "Cl", "O", "O", "O"],
  "positions_angstrom": [[2.377, 1.631, 0.249], [2.243, 1.098, 3.987], [3.482, 1.482, 3.837], [4.239, 1.406, 2.618], [5.371, 1.741, 2.635], [3.552, 0.892, 1.600], [1.780, 1.275, 4.873], [1.829, 0.479, 3.295], [3.951, 1.941, 4.618], [-2.672, -0.641, -2.527], [-2.573, -1.961, -1.770], [-3.419, -1.976, -0.500], [-1.126, -2.392, -1.564], [-0.291, -1.420, -0.806], [0.802, -0.799, -1.196], [1.246, -0.102, -0.152], [0.355, -0.291, 0.860], [-0.546, -1.089, 0.480], [-3.707, -0.448, -2.803], [-2.078, -0.651, -3.444], [-2.345, 0.202, -1.911], [-2.952, -2.756, -2.423], [-3.023, -1.318, 0.274], [-3.484, -2.981, -0.082], [-4.427, -1.637, -0.732], [-0.618, -2.494, -2.522], [-1.053, -3.336, -1.022], [1.273, -0.891, -2.161], [-0.689, 2.058, -1.073], [0.262, 3.049, -0.785], [-0.069, 4.352, -1.131], [1.614, 2.625, -1.405], [0.693, 2.950, 0.679]]
}

7.
{
  "formula": "C6H13FN3",
  "method": "ωB97M-V/def2-TZVPD",
  "gap_ev": 8.645,
  "smiles": "C[C@@H](F)CNC1=[NH+]CCN1",
  "total_charge": 1,
  "max_force_ha_per_bohr": 0.114,
  "elements": ["C", "C", "F", "C", "N", "C", "N", "C", "C", "N", "H", "H", "H", "H", "H", "H", "H", "H", "H", "H", "H", "H", "H"],
  "positions_angstrom": [[1.310, 2.085, 2.110], [0.609, 0.933, 1.134], [0.567, -0.314, 1.963], [-0.930, 1.319, 0.676], [-1.734, 0.027, 0.425], [-1.281, -0.780, -0.593], [-0.688, -2.200, -0.511], [0.707, -1.932, -1.114], [0.336, -0.821, -2.307], [-1.162, -0.517, -2.094], [1.306, 1.691, 3.237], [2.425, 2.285, 1.779], [0.655, 3.049, 2.008], [1.240, 0.789, 0.153], [-0.991, 1.988, -0.285], [-1.476, 1.899, 1.534], [-2.554, -0.230, 1.053], [-0.695, -2.419, 0.514], [1.412, -1.473, -0.296], [1.039, -3.004, -1.447], [0.655, -1.216, -3.378], [0.799, 0.241, -2.019], [-1.552, -1.397, -2.543]]
}

8.
{
  "formula": "C6H13FN3",
  "method": "ωB97M-V/def2-TZVPD",
  "gap_ev": 10.863,
  "smiles": "CC(C)[C@@H]1N(/C=N/F)[N@H+]1C",
  "total_charge": 1,
  "max_force_ha_per_bohr": 0.111,
  "elements": ["C", "C", "C", "C", "C", "C", "N", "N", "N", "F", "H", "H", "H", "H", "H", "H", "H", "H", "H", "H", "H", "H", "H"],
  "positions_angstrom": [[-2.973, -0.114, 0.220], [-0.432, 0.102, -0.213], [2.057, 0.554, -0.115], [0.246, 2.345, 0.098], [-0.920, -2.631, -0.103], [0.703, 0.883, 0.440], [-1.617, -0.134, 0.498], [-3.561, 0.960, -0.108], [-0.734, -1.220, 0.392], [-4.942, 0.720, -0.204], [-3.650, -0.947, 0.415], [-0.617, 0.013, -1.227], [2.107, 0.737, -1.140], [2.249, -0.513, -0.155], [2.760, 1.246, 0.233], [-0.744, 2.594, 0.249], [0.344, 2.413, -0.912], [0.877, 2.954, 0.737], [-1.524, -2.660, -1.114], [0.008, -3.034, -0.304], [-1.567, -3.098, 0.583], [0.782, 0.847, 1.470], [-0.105, -1.393, 1.283]]
}

9.
{
  "formula": "C6H13INS",
  "method": "ωB97M-V/def2-TZVPD",
  "gap_ev": [7.909, 7.450],
  "total_charge": 1,
  "s2": 2.01,
  "multiplicity": 3,
  "max_force_ha_per_bohr": 0.095,
  "elements": ["C", "C", "C", "C", "C", "C", "N", "S", "I", "H", "H", "H", "H", "H", "H", "H", "H", "H", "H", "H", "H", "H"],
  "positions_angstrom": [[-2.413, -0.206, -0.874], [-1.462, -1.271, -1.382], [-1.706, 0.521, 0.316], [-0.076, -0.671, -1.118], [3.322, -0.731, 1.069], [0.656, 0.758, 0.857], [-0.271, 0.607, -0.232], [1.395, 2.432, 1.153], [4.385, 0.857, 0.357], [-2.442, 0.676, -1.571], [-3.454, -0.609, -0.594], [-1.537, -2.226, -0.861], [-1.504, -1.443, -2.442], [-2.073, 1.572, 0.522], [-1.653, -0.076, 1.174], [0.508, -1.451, -0.486], [0.428, -0.194, -2.069], [3.067, -0.597, 2.154], [3.433, -1.762, 0.689], [0.434, 0.113, 1.639], [-0.305, 1.347, -0.810], [1.269, 2.353, 2.508]]
}

10.
{
  "formula": "C6H13LiO3",
  "method": "ωB97M-V/def2-TZVPD",
  "gap_ev": 6.632,
  "max_force_ha_per_bohr": 0.041,
  "elements": ["H", "C", "H", "H", "H", "C", "H", "O", "C", "H", "H", "O", "C", "H", "O", "C", "C", "H", "H", "H", "H", "Li", "H"],
  "positions_angstrom": [[-2.753, -1.706, 0.939], [-2.576, -1.218, -0.032], [-2.203, 0.686, 1.746], [-3.499, -0.697, -0.335], [-2.295, -1.985, -0.763], [-1.785, 0.901, 0.748], [-2.537, 1.486, 0.191], [-1.504, -0.312, 0.067], [-0.470, 1.643, 0.876], [-0.648, 2.588, 1.426], [0.198, 1.012, 1.495], [0.142, 1.863, -0.363], [2.018, 1.555, -0.561], [2.236, 1.770, 0.497], [1.878, -0.718, 0.069], [2.216, 0.187, -0.964], [1.633, -2.064, -0.216], [0.722, -2.378, -0.756], [1.370, -2.497, 0.760], [3.187, -0.045, -1.425], [2.441, -2.479, -0.841], [-0.123, 0.119, -1.258], [2.352, 2.289, -1.301]]
}

11.
{
  "formula": "C6H13LuO4",
  "method": "ωB97M-V/def2-TZVPD",
  "gap_ev": [7.311, 8.824],
  "total_charge": 1,
  "s2": 0.75,
  "multiplicity": 2,
  "max_force_ha_per_bohr": 0.063,
  "elements": ["C", "O", "C", "H", "H", "H", "H", "H", "H", "O", "C", "C", "O", "C", "C", "O", "Lu", "H", "H", "H", "H", "H", "H", "H"],
  "positions_angstrom": [[0.216, -1.883, 1.340], [-0.477, -1.008, 2.183], [-0.731, -1.509, 3.470], [-0.389, -2.781, 1.135], [0.326, -1.369, 0.215], [1.259, -2.003, 1.677], [-1.328, -0.753, 3.995], [0.223, -1.652, 4.006], [-1.311, -2.448, 3.410], [-1.912, -0.425, -1.571], [-0.957, -0.797, -2.510], [0.410, -0.254, -2.150], [0.224, 1.060, -1.750], [1.278, 1.826, -1.159], [0.588, 2.911, -0.331], [-0.430, 2.389, 0.458], [-1.531, 0.953, -0.270], [-1.242, -0.412, -3.517], [-0.853, -1.898, -2.612], [1.274, -0.425, -2.801], [1.922, 2.241, -1.948], [1.867, 1.153, -0.517], [0.200, 3.681, -1.029], [1.374, 3.402, 0.275]]
}

12.
{
  "formula": "C6H13N",
  "method": "ωB97M-V/def2-TZVPD",
  "gap_ev": 10.038,
  "smiles": "C=C(C)CCCN",
  "max_force_ha_per_bohr": 0.075,
  "elements": ["C", "C", "C", "C", "C", "C", "N", "H", "H", "H", "H", "H", "H", "H", "H", "H", "H", "H", "H", "H"],
  "positions_angstrom": [[-1.882, -0.318, 1.582], [-1.073, -0.205, 0.165], [0.413, 0.213, 0.231], [1.859, 1.834, -0.861], [1.021, 0.773, -1.068], [1.210, -0.281, -2.254], [-1.418, -1.283, 2.544], [-2.885, -0.507, 1.192], [-1.719, 0.778, 1.968], [-1.534, 0.622, -0.235], [-1.189, -0.952, -0.611], [0.714, 0.936, 0.933], [0.919, -0.587, 0.701], [2.123, 2.188, 0.162], [2.258, 2.268, -1.792], [1.947, -0.970, -1.928], [0.370, -1.062, -2.226], [1.395, 0.230, -3.188], [-0.538, -1.586, 2.280], [-1.992, -2.091, 2.404]]
}